Entry 1:
# C26H28F4N3O2SSbSe4Ti

A structure of composition C26H28F4N3O2SSbSe4Ti (wB97M-V/def2-TZVPD, the Open Molecules 2025 dataset).

Element x y z (Å)
Ti  -0.694  -0.223  -0.318
C  -4.014  0.345  -0.512
N  -3.129  -0.810  -0.299
C  -3.577  -1.867  -1.231
C  -3.346  -1.317  1.064
C  -2.688  -0.429  2.082
N  -1.331  -0.124  1.639
C  -0.450  0.229  2.632
C  0.875  0.440  2.252
F  1.082  0.319  0.900
C  1.912  0.793  3.074
F  3.132  0.970  2.559
C  1.674  0.977  4.421
C  0.372  0.817  4.848
F  0.082  1.015  6.138
C  -0.672  0.472  4.003
F  -1.899  0.417  4.557
H  -5.058  0.047  -0.359
H  -3.785  1.136  0.201
H  -3.896  0.711  -1.529
H  -4.605  -2.151  -0.982
H  -3.549  -1.500  -2.252
H  -2.931  -2.736  -1.143
H  -4.418  -1.421  1.271
H  -2.906  -2.314  1.111
H  -3.259  0.493  2.244
H  -2.690  -0.971  3.026
H  2.465  1.243  5.106
C  0.647  2.646  -1.006
N  -0.633  2.130  -0.487
C  -0.949  2.847  0.760
C  -1.698  2.419  -1.477
C  -1.671  1.426  -2.610
C  -1.795  1.886  -3.917
C  -1.795  0.974  -4.961
C  -1.631  -0.380  -4.688
C  -1.425  -0.813  -3.387
C  -1.439  0.082  -2.313
H  0.611  3.739  -1.069
H  0.832  2.230  -1.993
H  1.464  2.355  -0.348
H  -1.080  3.916  0.559
H  -0.137  2.732  1.475
H  -1.862  2.453  1.204
H  -1.584  3.440  -1.861
H  -2.651  2.385  -0.951
H  -1.894  2.948  -4.114
H  -1.900  1.310  -5.985
H  -1.618  -1.095  -5.501
H  -1.218  -1.863  -3.208
O  7.518  0.073  0.482
C  6.508  -0.669  0.992
O  6.680  -1.310  1.988
C  5.211  -0.630  0.248
C  4.352  -1.715  0.380
C  3.127  -1.728  -0.267
C  2.724  -0.631  -1.026
S  1.149  -0.553  -1.854
C  3.589  0.452  -1.165
C  4.825  0.451  -0.539
H  7.280  0.418  -0.386
H  4.650  -2.554  0.995
H  2.484  -2.590  -0.158
H  3.293  1.303  -1.766
H  5.458  1.326  -0.636
Se  -0.439  -6.913  -0.445
Sb  0.630  -5.426  0.966
Se  -0.945  -3.746  1.968
Se  2.813  -5.233  1.715
Se  -0.181  -2.657  -0.115

Output
Energy above the lowest of the compared OMol25 structures with the same formula, charge and spin = 0.000 eV
HOMO level = -8.146 eV
Net charge = 0
Multiplicity = 1

***

Entry 2:
# C26H28N3RuS3Sb2

A structure of composition C26H28N3RuS3Sb2 in a non-equilibrium geometry (wB97M-V/def2-TZVPD, the Open Molecules 2025 dataset).

Element x y z (Å)
Ru  0.616  -0.286  -0.298
C  2.136  -2.672  1.902
C  1.588  -1.433  2.529
C  2.016  -1.104  3.835
C  1.517  -0.005  4.461
C  0.520  0.762  3.831
C  -0.087  1.891  4.441
C  -1.078  2.555  3.786
C  -1.519  2.117  2.515
C  -0.946  1.037  1.900
S  -1.508  0.435  0.345
C  0.121  0.367  2.548
N  0.696  -0.697  1.881
H  2.517  -3.348  2.666
H  2.955  -2.443  1.219
H  1.347  -3.171  1.354
H  2.753  -1.733  4.315
H  1.854  0.268  5.455
H  0.248  2.206  5.421
H  -1.545  3.420  4.239
H  -2.320  2.643  2.011
S  3.010  -0.411  -0.181
C  3.458  0.913  -1.256
C  4.645  0.785  -2.066
N  5.566  0.635  -2.739
C  2.698  2.015  -1.246
S  1.181  2.042  -0.335
C  3.085  3.219  -1.941
N  3.366  4.192  -2.488
C  2.966  -3.357  -1.637
Sb  0.945  -2.782  -1.411
C  0.234  -4.624  -0.599
C  0.450  -3.311  -3.431
C  1.180  -2.486  -4.443
C  2.418  -2.914  -4.925
C  3.137  -2.163  -5.840
C  2.611  -0.965  -6.304
C  1.376  -0.540  -5.844
C  0.653  -1.284  -4.911
C  -0.643  -0.759  -4.376
Sb  -0.300  0.498  -2.681
C  0.512  2.136  -3.731
C  -2.285  1.230  -2.576
H  2.978  -4.362  -2.063
H  3.478  -3.346  -0.680
H  3.466  -2.657  -2.301
H  0.545  -5.414  -1.282
H  -0.852  -4.617  -0.521
H  0.660  -4.812  0.382
H  -0.633  -3.295  -3.544
H  0.775  -4.351  -3.487
H  2.821  -3.856  -4.572
H  4.101  -2.510  -6.186
H  3.159  -0.367  -7.020
H  0.959  0.393  -6.209
H  -1.348  -1.535  -4.085
H  -1.132  -0.104  -5.100
H  -0.140  2.317  -4.587
H  1.527  1.941  -4.070
H  0.512  2.994  -3.066
H  -2.599  1.466  -3.594
H  -2.302  2.121  -1.956
H  -2.953  0.489  -2.141

Output
Energy above the lowest of the compared OMol25 structures with the same formula, charge and spin = 1.816 eV
HOMO level (spin up / spin down) = -7.327 / -7.344 eV
Net charge = 0
Multiplicity = 2

***

Entry 3:
# C26H28N7ORu

A structure of composition C26H28N7ORu in a non-equilibrium geometry (wB97M-V/def2-TZVPD, the Open Molecules 2025 dataset).

Element x y z (Å)
Ru  0.399  -0.612  -0.008
C  1.406  2.745  -1.617
C  1.947  1.358  -1.942
C  2.976  0.865  -0.926
N  2.356  0.304  0.277
C  2.748  0.568  1.514
C  3.652  1.602  1.827
C  4.175  2.034  3.031
C  4.077  1.471  4.291
C  3.386  0.315  4.621
C  2.533  -0.451  3.855
C  2.101  -0.311  2.518
N  1.138  -1.049  2.015
C  0.459  -2.121  2.713
C  -0.046  -3.142  1.691
C  -1.440  -2.810  1.197
N  -1.484  -1.470  0.651
C  -2.575  -1.006  0.071
C  -3.738  -1.802  -0.039
C  -4.993  -1.540  -0.556
C  -5.502  -0.364  -1.079
C  -4.816  0.831  -1.221
C  -3.496  1.139  -0.951
C  -2.428  0.367  -0.446
N  -1.204  0.864  -0.359
C  -0.972  2.248  -0.756
C  0.430  2.774  -0.436
H  0.917  3.155  -2.504
H  2.250  3.403  -1.386
H  2.389  1.344  -2.937
H  1.118  0.641  -1.972
H  3.665  1.683  -0.710
H  3.560  0.065  -1.391
H  3.956  2.201  0.981
H  4.785  2.928  2.960
H  4.615  1.964  5.091
H  3.506  -0.016  5.647
H  2.087  -1.286  4.377
H  -0.383  -1.705  3.278
H  1.124  -2.630  3.414
H  -0.051  -4.149  2.111
H  0.637  -3.141  0.839
H  -2.144  -2.893  2.036
H  -1.722  -3.568  0.453
H  -3.627  -2.805  0.350
H  -5.682  -2.377  -0.532
H  -6.535  -0.373  -1.402
H  -5.394  1.651  -1.631
H  -3.236  2.157  -1.198
H  -1.687  2.876  -0.215
H  -1.172  2.373  -1.829
H  0.821  2.195  0.402
H  0.335  3.808  -0.099
N  -1.742  -1.982  -2.792
C  -0.458  -1.563  -2.712
O  0.300  -2.001  -1.786
C  -0.008  -0.663  -3.722
C  -0.946  0.109  -4.432
N  -1.736  0.772  -4.957
C  1.369  -0.508  -3.969
N  2.499  -0.381  -4.172
H  -2.352  -1.593  -3.493
H  -2.146  -2.498  -2.033

Output
HOMO level (spin up / spin down) = -7.536 / -7.573 eV
Net charge = 0
Multiplicity = 2

***

Entry 4:
# C26H29AlNOP2

A structure of composition C26H29AlNOP2 in a non-equilibrium geometry (wB97M-V/def2-TZVPD, the Open Molecules 2025 dataset).

Element x y z (Å)
C  -1.892  2.067  -3.345
C  -0.981  1.771  -2.319
C  -1.519  1.650  -1.013
C  -2.896  1.673  -0.745
C  -3.809  1.893  -1.823
C  -3.309  2.151  -3.094
C  -3.354  1.142  0.580
C  -2.478  1.827  1.552
C  -1.106  1.868  1.305
C  -0.173  2.169  2.361
C  -0.653  2.514  3.566
C  -2.098  2.522  3.862
C  -3.040  2.135  2.866
H  -1.485  2.196  -4.362
H  -4.921  1.924  -1.640
H  -3.978  2.395  -3.960
H  -4.468  0.951  0.753
H  0.061  2.795  4.370
H  -2.424  2.822  4.859
H  -4.077  2.131  3.063
N  -0.679  1.276  0.092
Al  -0.139  -0.341  0.227
C  0.423  1.437  -2.533
H  1.173  1.994  -1.900
H  0.746  1.578  -3.593
C  1.276  1.954  2.017
H  1.619  2.433  1.079
H  1.939  2.249  2.843
P  0.654  -0.329  -2.096
P  1.546  0.155  1.779
C  1.673  -0.406  3.492
H  1.737  -1.503  3.500
H  2.594  0.029  3.898
H  0.798  -0.080  4.068
C  3.238  0.113  1.189
H  3.884  0.427  2.012
H  3.483  -0.912  0.901
H  3.372  0.777  0.333
C  -0.209  -1.154  -3.462
H  0.090  -0.698  -4.413
H  0.063  -2.217  -3.463
H  -1.294  -1.062  -3.335
C  2.403  -0.650  -2.415
H  2.626  -1.690  -2.158
H  2.608  -0.479  -3.478
H  3.020  0.017  -1.802
C  -1.299  -1.209  1.612
O  -1.356  -1.587  2.748
H  -2.862  0.185  1.105
C  2.105  -4.601  -0.893
C  2.496  -3.918  0.253
C  1.663  -2.857  0.752
C  0.554  -2.323  0.019
C  0.093  -3.186  -1.020
C  0.887  -4.270  -1.527
H  2.725  -5.378  -1.312
H  3.426  -4.181  0.781
H  1.886  -2.385  1.753
H  -0.900  -2.965  -1.464
H  0.538  -4.838  -2.421

Output
Energy above the lowest of the compared OMol25 structures with the same formula, charge and spin = 1.047 eV
HOMO level = -10.694 eV
Net charge = +1
Multiplicity = 1

***

Entry 5:
# C26H29AsBKN9OS

A structure of composition C26H29AsBKN9OS in a non-equilibrium geometry (wB97M-V/def2-TZVPD, the Open Molecules 2025 dataset).

Element x y z (Å)
K  1.057  -0.055  -0.349
C  1.008  -1.306  4.243
C  1.217  -0.451  3.154
N  0.641  -0.929  2.070
N  0.058  -2.083  2.413
C  0.261  -2.340  3.719
B  -0.641  -2.892  1.321
N  -1.695  -1.999  0.637
C  -3.020  -2.049  0.858
C  -3.623  -1.093  0.075
C  -2.557  -0.489  -0.594
N  -1.412  -1.041  -0.240
N  0.411  -3.379  0.302
C  0.876  -4.635  0.169
C  1.839  -4.633  -0.814
C  1.902  -3.298  -1.222
N  1.043  -2.566  -0.540
N  -1.382  -4.133  1.819
C  -2.063  -4.944  0.981
C  -2.618  -5.958  1.725
C  -2.213  -5.675  3.034
N  -1.476  -4.580  3.070
H  1.347  -1.194  5.256
H  1.755  0.478  3.101
H  -0.145  -3.218  4.182
H  -3.464  -2.744  1.539
H  -4.670  -0.876  0.003
H  -2.580  0.307  -1.315
H  0.509  -5.448  0.760
H  2.403  -5.469  -1.176
H  2.527  -2.845  -1.971
H  -2.106  -4.747  -0.072
H  -3.220  -6.775  1.377
H  -2.423  -6.215  3.938
O  1.698  1.002  -2.218
N  2.652  0.242  -2.637
C  2.483  -0.437  -3.774
C  3.420  -1.307  -4.282
C  4.622  -1.461  -3.592
C  4.816  -0.726  -2.449
C  3.826  0.128  -1.932
S  4.055  1.008  -0.524
H  1.537  -0.241  -4.260
H  3.210  -1.843  -5.196
H  5.386  -2.137  -3.952
H  5.738  -0.776  -1.891
C  0.400  4.335  1.910
As  0.601  2.776  0.687
C  1.614  3.751  -0.657
C  -1.203  2.825  -0.194
C  -1.742  4.165  -0.512
C  -2.623  4.809  0.358
C  -3.151  6.051  0.059
C  -2.816  6.685  -1.127
C  -1.931  6.067  -1.996
C  -1.408  4.823  -1.696
H  0.019  5.211  1.382
H  1.381  4.581  2.325
H  -0.265  4.112  2.746
H  1.221  4.757  -0.821
H  1.584  3.169  -1.573
H  2.657  3.807  -0.339
H  -1.886  2.287  0.472
H  -1.053  2.232  -1.100
H  -2.903  4.316  1.279
H  -3.841  6.522  0.744
H  -3.241  7.649  -1.371
H  -1.663  6.553  -2.925
H  -0.739  4.341  -2.394

Output
Energy above the lowest of the compared OMol25 structures with the same formula, charge and spin = 0.424 eV
HOMO level = -4.293 eV
Net charge = -1
Multiplicity = 1

***

Entry 6:
# C26H29F6N2O7P2Zn

A structure of composition C26H29F6N2O7P2Zn (wB97M-V/def2-TZVPD, the Open Molecules 2025 dataset).

Element x y z (Å)
Zn  0.725  0.488  0.499
N  2.637  -1.520  3.150
C  2.881  -2.174  1.807
C  3.856  -3.326  1.959
P  1.214  -2.765  1.207
O  0.628  -3.279  2.659
O  1.384  -3.929  0.323
O  0.442  -1.523  0.883
P  3.468  -0.777  0.740
O  4.928  -0.570  1.432
O  3.571  -1.131  -0.681
O  2.596  0.369  1.238
H  1.959  -2.064  3.694
H  2.270  -0.569  2.972
H  3.507  -1.403  3.668
H  3.443  -4.123  2.581
H  4.805  -2.988  2.382
H  4.043  -3.741  0.971
H  0.492  -4.233  2.581
H  5.534  -0.148  0.811
C  -2.711  3.914  -1.419
C  -2.242  2.793  -0.487
C  -2.968  2.875  0.858
C  -2.410  1.429  -1.131
C  -3.692  0.960  -1.396
C  -3.894  -0.289  -1.959
C  -2.802  -1.091  -2.252
C  -1.503  -0.656  -2.012
C  -0.319  -1.535  -2.372
C  -0.616  -3.026  -2.242
C  0.192  -1.212  -3.779
C  -1.309  0.622  -1.460
N  0.013  1.085  -1.203
C  0.523  1.993  -2.081
C  -0.071  2.352  -3.308
C  0.501  3.287  -4.158
C  1.695  3.918  -3.839
C  2.310  3.591  -2.633
C  1.728  2.666  -1.805
F  2.348  2.370  -0.632
H  -2.547  4.889  -0.955
H  -3.780  3.819  -1.632
H  -2.171  3.893  -2.366
H  -1.179  2.935  -0.292
H  -4.047  2.750  0.734
H  -2.795  3.851  1.319
H  -2.598  2.108  1.535
H  -4.548  1.578  -1.148
H  -4.899  -0.644  -2.155
H  -2.967  -2.075  -2.673
H  0.488  -1.300  -1.679
H  -1.279  -3.378  -3.038
H  -1.076  -3.256  -1.280
H  0.314  -3.592  -2.301
H  -0.589  -1.398  -4.522
H  1.054  -1.840  -4.018
H  0.501  -0.170  -3.861
H  -1.003  1.878  -3.586
H  0.000  3.521  -5.090
H  2.141  4.646  -4.504
H  3.240  4.050  -2.322
F  -1.574  -2.578  5.963
C  -1.277  -1.666  5.021
C  -0.158  -0.871  5.136
F  0.660  -1.008  6.199
C  0.146  0.056  4.154
F  1.286  0.774  4.299
C  -0.626  0.232  2.993
O  -0.323  1.091  2.069
C  -1.764  -0.600  2.921
F  -2.551  -0.516  1.847
C  -2.078  -1.519  3.900
F  -3.158  -2.301  3.769

Output
Energy above the lowest of the compared OMol25 structures with the same formula, charge and spin = 0.574 eV
HOMO level = -4.441 eV
Net charge = -1
Multiplicity = 1

***

E_tot readings, ordered: -348726.2832, -80049.6901, -42472.9800, -56138.5055, -131569.9499, -128056.3955 eV